1.
Below is C36H62O36 as an isolated structure, with properties calculated with ωB97M-V/def2-TZVPD.

Atoms and positions in Å:
C: -2.80 16.15 7.79
C: -3.97 15.12 7.86
O: -3.28 13.91 7.50
C: -1.97 14.08 7.42
O: -1.25 13.24 6.97
O: -1.61 15.34 7.72
H: -2.76 16.75 8.69
H: -2.74 16.67 6.83
H: -4.83 15.26 7.21
H: -4.30 14.93 8.88
C: 2.86 22.80 11.04
C: 2.29 23.06 9.66
O: 1.59 21.81 9.43
C: 2.27 20.85 10.10
O: 2.14 19.68 9.89
O: 3.10 21.40 11.00
H: 2.11 22.97 11.82
H: 3.74 23.40 11.24
H: 2.97 23.32 8.85
H: 1.47 23.77 9.69
C: 4.61 21.54 6.54
C: 5.21 20.97 7.84
O: 4.74 19.61 7.88
C: 3.80 19.44 6.94
O: 3.18 18.43 6.81
O: 3.66 20.55 6.18
H: 5.39 21.54 5.78
H: 4.20 22.52 6.75
H: 4.86 21.52 8.72
H: 6.29 20.89 7.97
C: 2.52 17.89 12.93
C: 3.80 18.03 12.10
O: 4.68 18.62 13.07
C: 4.08 18.72 14.28
O: 4.63 19.09 15.27
O: 2.83 18.23 14.27
H: 2.29 16.82 12.91
H: 1.74 18.50 12.45
H: 3.59 18.55 11.17
H: 4.24 17.07 11.83
C: 1.85 16.72 9.18
C: 1.44 16.11 7.87
O: 1.53 14.72 8.11
C: 1.51 14.46 9.46
O: 1.49 13.40 9.98
O: 1.81 15.61 10.09
H: 1.15 17.47 9.51
H: 2.87 17.09 9.27
H: 2.14 16.30 7.05
H: 0.44 16.32 7.49
C: -0.64 11.90 2.03
O: -1.09 12.95 2.87
C: -0.19 13.77 3.39
O: 0.94 13.93 3.05
O: -0.78 14.41 4.40
C: -0.03 15.48 4.97
H: -0.66 10.94 2.54
H: 0.28 12.16 1.51
H: -1.39 11.74 1.24
H: 0.73 15.10 5.65
H: -0.72 16.17 5.44
H: 0.49 16.03 4.17
C: 3.63 15.49 5.65
O: 3.55 14.09 5.89
C: 4.57 13.39 6.40
O: 4.62 12.19 6.41
O: 5.52 14.20 6.83
C: 6.75 13.61 7.29
H: 2.61 15.77 5.42
H: 4.40 15.75 4.94
H: 3.91 15.97 6.59
H: 6.70 12.53 7.24
H: 6.88 13.87 8.34
H: 7.53 14.06 6.69
C: 3.61 11.27 8.31
O: 3.56 10.43 9.46
C: 2.56 9.57 9.53
O: 1.70 9.41 8.71
O: 2.65 8.92 10.70
C: 1.72 7.86 10.86
H: 3.58 10.79 7.33
H: 4.48 11.92 8.32
H: 2.70 11.88 8.31
H: 0.72 8.30 10.86
H: 1.85 7.53 11.89
H: 1.84 7.01 10.20
C: -1.32 11.62 9.77
O: -1.94 10.44 10.26
C: -1.80 9.29 9.68
O: -1.57 9.08 8.52
O: -2.01 8.34 10.65
C: -1.97 6.98 10.37
H: -0.29 11.70 10.09
H: -1.87 12.49 10.13
H: -1.31 11.60 8.68
H: -2.95 6.54 10.16
H: -1.74 6.42 11.29
H: -1.19 6.71 9.66
C: -3.88 14.05 11.18
O: -3.59 15.43 11.28
C: -2.36 15.87 11.16
O: -1.39 15.26 10.75
O: -2.34 17.19 11.42
C: -1.08 17.85 11.30
H: -4.93 13.94 11.44
H: -3.33 13.43 11.89
H: -3.80 13.54 10.22
H: -0.34 17.21 10.85
H: -0.70 18.18 12.27
H: -1.26 18.74 10.70
C: 5.40 13.01 11.08
O: 5.36 14.45 10.93
C: 5.37 14.88 9.69
O: 5.63 14.28 8.68
O: 5.22 16.23 9.74
C: 5.35 16.92 8.50
H: 5.83 12.50 10.23
H: 4.38 12.65 11.22
H: 5.87 12.83 12.04
H: 5.04 16.39 7.60
H: 6.37 17.27 8.32
H: 4.78 17.83 8.64
C: 0.21 19.48 7.08
O: -0.96 19.62 6.27
C: -2.10 19.64 6.94
O: -2.17 19.36 8.11
O: -3.13 19.80 6.12
C: -4.41 19.48 6.61
H: 0.05 19.92 8.06
H: 1.04 19.98 6.58
H: 0.43 18.42 7.18
H: -4.63 19.91 7.59
H: -4.60 18.42 6.79
H: -5.13 19.86 5.90

Computed properties:
relative energy (zero: lowest compared OMol25 entry of this formula, charge and spin): 142.4 kcal per mole
frontier orbital gap: 0.324 Eh
2S+1: 1
HOMO: -9.17 eV



2.
Below is a 9-piece molecular cluster, C36H63F9O24 overall, with properties calculated with ωB97M-V/def2-TZVPD.

Atoms and positions in Å:
C: -3.12 -1.49 -0.22
C: -3.17 -0.92 1.17
O: -4.15 0.11 1.38
C: -3.84 1.35 1.07
O: -2.87 1.68 0.46
C: -4.95 2.34 1.53
F: -5.95 1.69 2.12
F: -4.43 3.26 2.33
F: -5.46 3.01 0.49
H: -3.06 -0.76 -1.03
H: -3.96 -2.15 -0.44
H: -2.16 -1.95 -0.45
H: -2.21 -0.47 1.44
H: -3.23 -1.68 1.95
C: 5.27 1.34 -5.76
C: 4.52 2.08 -6.89
O: 3.62 3.01 -6.30
C: 2.46 3.24 -6.88
O: 2.03 2.61 -7.79
C: 1.60 4.23 -6.10
F: 1.31 5.33 -6.81
F: 0.44 3.63 -5.77
F: 2.19 4.59 -4.94
H: 4.61 0.70 -5.18
H: 5.62 2.10 -5.06
H: 6.16 0.78 -6.04
H: 3.95 1.34 -7.44
H: 5.21 2.58 -7.56
C: 4.39 -3.85 -5.14
C: 3.49 -3.14 -4.12
O: 3.06 -1.88 -4.63
C: 2.12 -1.23 -3.97
O: 1.61 -1.62 -2.96
C: 1.67 0.09 -4.63
F: 2.17 0.19 -5.87
F: 0.34 -0.06 -4.79
F: 1.94 1.14 -3.90
H: 4.56 -4.83 -4.70
H: 5.37 -3.36 -5.09
H: 4.05 -3.85 -6.16
H: 4.06 -3.06 -3.20
H: 2.59 -3.75 -4.00
C: 3.96 -4.98 0.35
C: 2.89 -5.40 1.32
O: 1.58 -5.27 0.80
C: 0.89 -4.19 1.12
O: 1.30 -3.21 1.69
O: -0.34 -4.31 0.65
C: -1.12 -3.14 0.58
H: 4.90 -4.73 0.84
H: 3.77 -4.05 -0.19
H: 4.21 -5.79 -0.34
H: 3.06 -4.84 2.24
H: 3.12 -6.43 1.60
H: -0.84 -2.50 -0.25
H: -1.19 -2.59 1.52
H: -2.17 -3.41 0.45
C: 0.54 -0.85 1.38
C: 0.17 -0.33 0.05
O: 1.11 0.65 -0.40
C: 0.83 1.45 -1.42
O: -0.11 1.32 -2.15
O: 1.72 2.41 -1.39
C: 1.74 3.41 -2.36
H: 0.54 -0.17 2.23
H: 1.58 -1.21 1.35
H: -0.06 -1.70 1.69
H: -0.83 0.10 0.01
H: 0.08 -1.05 -0.77
H: 2.75 3.83 -2.32
H: 1.14 4.28 -2.07
H: 1.36 3.10 -3.33
C: 1.93 -2.57 5.06
C: 0.51 -2.19 5.50
O: 0.08 -3.10 6.50
C: -1.07 -2.85 7.10
O: -1.80 -1.92 6.85
O: -1.26 -3.78 8.04
C: -2.36 -3.69 8.89
H: 2.55 -3.11 5.77
H: 2.49 -1.69 4.74
H: 1.84 -3.18 4.16
H: -0.11 -2.22 4.59
H: 0.44 -1.16 5.85
H: -2.08 -3.54 9.93
H: -2.88 -4.65 8.87
H: -3.13 -2.94 8.69
C: -0.74 7.12 -5.13
C: 0.17 6.88 -3.97
O: -0.48 6.11 -2.97
C: -0.15 6.29 -1.72
O: 0.68 7.04 -1.24
O: -0.87 5.46 -0.97
C: -0.57 5.34 0.42
H: -1.00 6.16 -5.59
H: -0.40 7.72 -5.98
H: -1.72 7.54 -4.90
H: 0.39 7.86 -3.55
H: 1.12 6.41 -4.22
H: -1.25 4.56 0.78
H: -0.83 6.22 1.00
H: 0.45 4.99 0.56
C: -6.16 -3.94 -2.53
C: -4.82 -4.58 -2.17
O: -3.81 -3.67 -1.81
C: -3.34 -2.81 -2.73
O: -3.76 -2.75 -3.85
O: -2.43 -2.02 -2.17
C: -1.73 -1.15 -3.07
H: -6.42 -3.27 -1.71
H: -6.96 -4.68 -2.59
H: -6.14 -3.39 -3.46
H: -4.50 -5.25 -2.97
H: -5.01 -5.22 -1.31
H: -0.88 -0.61 -2.68
H: -2.45 -0.45 -3.51
H: -1.42 -1.83 -3.87
C: 1.14 1.07 5.45
C: 0.66 2.24 6.30
O: 0.10 1.65 7.47
C: -0.81 2.37 8.15
O: -1.35 3.39 7.80
O: -1.18 1.67 9.20
C: -1.91 2.24 10.27
H: 1.51 1.37 4.47
H: 0.30 0.39 5.29
H: 1.90 0.47 5.94
H: 0.02 2.89 5.70
H: 1.51 2.87 6.58
H: -1.30 2.28 11.17
H: -2.77 1.63 10.54
H: -2.31 3.22 10.01

Computed properties:
relative energy (zero: lowest compared OMol25 entry of this formula, charge and spin): 97.1 kcal per mole
SMILES: CCOC(=O)C(F)(F)F.CCOC(=O)C(F)(F)F.CCOC(=O)C(F)(F)F.CCOC(=O)OC.CCOC(=O)OC.CCOC(=O)OC.CCOC(=O)OC.CCOC(=O)OC.CCOC(=O)OC
frontier orbital gap: 0.395 Eh
2S+1: 1
HOMO: -10.40 eV